Entry 1:
Here is a structure of composition C33H31ClN2P2ReS2 in a non-equilibrium geometry from OMol25. Energies are from ωB97M-V with the def2-TZVPD basis set.

Geometry as XYZ:
```
72
Properties=species:S:1:pos:R:3:forces:R:3:mulliken_charge:R:1
Re 0.4481 0.8988 0.0096 -0.471 0.917 -0.170 0.454
C -1.0303 5.1869 1.4011 0.011 -0.157 -0.042 -1.605
C -0.7095 3.9466 0.6048 -0.144 0.443 0.069 0.542
S 0.0674 2.6768 1.4812 0.089 -0.753 -0.183 -0.119
C -1.0365 3.7751 -0.6925 -0.092 0.469 -0.114 0.508
C -1.7585 4.8044 -1.5302 0.098 -0.084 0.059 -1.691
S -0.5893 2.3215 -1.5106 0.257 -0.583 0.128 -0.177
H -0.2582 5.3840 2.1441 0.010 -0.014 -0.016 0.442
H -1.9757 5.0650 1.9354 0.015 -0.010 -0.021 0.313
H -1.1132 6.0588 0.7554 0.021 -0.020 -0.009 0.439
H -1.0649 5.5764 -1.8753 -0.023 -0.049 0.032 0.368
H -2.5465 5.2915 -0.9552 0.032 -0.046 -0.015 0.422
H -2.2110 4.3499 -2.4121 0.029 -0.005 0.057 0.452
N -0.7058 -1.8889 0.3418 -0.057 -0.034 -0.179 -0.076
P -1.5494 -0.4209 0.5556 0.239 -0.341 0.453 1.701
C -3.1469 -0.6592 -0.2012 -0.038 0.181 -0.171 0.436
C -4.0263 -1.5740 0.3866 -0.072 -0.012 -0.073 -0.564
C -5.2268 -1.8631 -0.2429 0.021 0.026 0.014 -0.776
C -5.5447 -1.2503 -1.4516 -0.017 -0.032 0.019 -0.546
C -4.6788 -0.3303 -2.0259 0.007 0.022 0.014 -0.788
C -3.4773 -0.0285 -1.4001 -0.057 0.045 0.010 -0.150
C -1.8031 -0.2233 2.3236 0.023 0.235 0.044 0.642
C -2.9478 0.4037 2.8101 -0.008 0.030 0.080 -0.678
C -3.0123 0.7750 4.1479 0.010 -0.020 -0.028 -0.793
C -1.9364 0.5358 4.9937 -0.039 0.027 0.000 -0.535
C -0.7893 -0.0825 4.5109 0.018 -0.031 -0.038 -0.701
C -0.7192 -0.4529 3.1770 -0.124 -0.094 0.069 -0.479
P 0.8488 -1.5296 -0.1935 -0.405 -0.342 0.288 0.591
C 1.9169 -2.8130 0.4283 0.243 0.151 0.035 0.406
C 2.5153 -2.6542 1.6807 0.036 -0.023 -0.034 -0.260
C 3.2627 -3.6876 2.2215 -0.003 -0.011 -0.006 -0.830
C 3.4183 -4.8716 1.5091 0.011 -0.011 -0.019 -0.538
C 2.8214 -5.0318 0.2635 -0.014 0.028 -0.010 -0.772
C 2.0701 -4.0024 -0.2863 0.041 -0.077 0.092 -0.348
C 0.9026 -1.5167 -1.9876 0.176 0.119 -0.156 0.937
C -0.2335 -1.1411 -2.7138 0.031 -0.082 -0.072 -0.699
C -0.1393 -0.9187 -4.0837 0.012 0.023 0.056 -0.652
C 1.0828 -1.0581 -4.7256 0.030 -0.007 -0.005 -0.615
C 2.2173 -1.4393 -4.0086 -0.011 0.016 0.023 -0.669
C 2.1363 -1.6551 -2.6427 -0.014 0.035 -0.063 -0.890
H -1.1165 -2.8156 0.3567 -0.029 -0.004 0.015 0.347
H -3.7818 -2.0496 1.3311 -0.017 0.028 -0.044 0.460
H -5.9209 -2.5569 0.2143 0.046 -0.003 -0.045 0.430
H -6.4777 -1.4910 -1.9460 0.022 0.030 0.044 0.423
H -4.9435 0.1583 -2.9555 0.016 -0.027 0.039 0.461
H -2.8066 0.7067 -1.8336 -0.051 -0.080 0.021 0.215
H -3.7884 0.5990 2.1537 0.045 0.017 0.037 0.439
H -3.9057 1.2519 4.5303 0.024 -0.025 -0.011 0.445
H -1.9938 0.8270 6.0353 -0.005 -0.013 -0.049 0.434
H 0.0432 -0.2793 5.1773 -0.067 0.007 -0.064 0.467
H 0.1643 -0.9586 2.8074 0.066 -0.042 -0.020 0.387
H 2.4037 -1.7246 2.2292 -0.008 -0.018 -0.014 0.305
H 3.7233 -3.5736 3.1951 -0.003 0.003 -0.069 0.438
H 4.0170 -5.6738 1.9249 -0.073 0.043 -0.017 0.416
H 2.9405 -5.9603 -0.2813 0.008 0.055 0.027 0.440
H 1.6088 -4.1289 -1.2589 0.012 0.007 0.024 0.441
H -1.1972 -1.0634 -2.2239 0.028 -0.020 -0.031 0.504
H -1.0225 -0.6446 -4.6488 0.053 -0.013 0.047 0.509
H 1.1560 -0.8770 -5.7920 -0.008 -0.046 0.076 0.436
H 3.1638 -1.5724 -4.5202 -0.073 0.029 0.042 0.486
H 3.0244 -1.9439 -2.0883 -0.072 0.018 -0.033 0.553
Cl 5.0398 1.4512 -3.2400 0.035 0.011 -0.076 -0.162
C 4.4240 1.5392 -1.6437 0.114 0.018 -0.166 -0.078
C 5.2537 1.7680 -0.5629 0.205 0.057 0.152 -0.209
C 4.6910 1.8100 0.7021 0.158 0.025 0.047 -0.812
C 3.3338 1.6305 0.8495 -0.230 -0.002 -0.308 -0.095
N 2.5273 1.4205 -0.2118 0.503 0.062 -0.068 -0.018
C 3.0721 1.3805 -1.4432 -0.403 0.016 0.316 -0.367
H 6.3149 1.9215 -0.7133 -0.035 -0.040 0.019 0.486
H 5.3038 1.9901 1.5751 -0.023 -0.004 -0.033 0.442
H 2.8651 1.6735 1.8216 -0.061 0.004 0.038 0.468
H 2.4071 1.2290 -2.2829 -0.046 -0.021 -0.013 0.608
```
Positions in Å, forces in eV/Å.

**LUMO energy (spin up / spin down)**: -7.089 / -7.300 eV
**Expectation value of S²**: 3.78
**Total charge**: +2
**ΔE to the lowest compared entry with this formula, charge and spin**: 0.0 kcal per mole
**Orbital gap (spin up / spin down)**: 5.7 / 6.4 eV
**Spin multiplicity**: 4


Entry 2:
Here is a structure of composition C33H31CuN2O3P in a non-equilibrium geometry from OMol25. Energies are from ωB97M-V with the def2-TZVPD basis set.

Geometry as XYZ:
```
71
Properties=species:S:1:pos:R:3:forces:R:3:mulliken_charge:R:1
Cu 10.4953 16.7897 7.4535 -0.064 -1.127 -0.222 -0.370
O 13.1137 15.5173 7.8098 -0.985 2.896 -0.223 -0.688
C 12.5365 16.6146 7.7190 -0.324 -3.647 -0.341 0.961
C 13.2287 17.8756 7.6862 2.041 2.636 0.931 -0.065
C 14.6256 17.9126 7.5628 0.162 1.341 0.215 -0.617
C 15.3216 19.1324 7.8109 -1.979 -0.747 0.534 -0.632
C 14.6242 20.1837 8.4358 0.388 0.136 -0.690 -0.669
C 13.2248 20.1526 8.6711 1.604 -0.807 -1.150 -0.372
C 12.5404 19.0702 8.1218 0.796 -1.272 0.696 0.022
P 10.7797 18.8051 8.1625 -1.489 1.035 0.488 1.332
C 10.0393 20.3107 7.4209 0.526 -0.586 1.479 0.959
C 9.7620 21.4565 8.1747 0.860 1.394 -0.708 -0.576
C 9.5879 22.6903 7.5012 -0.604 -1.449 -0.499 -0.833
C 9.5090 22.6731 6.0958 0.035 -1.416 -0.738 -0.556
C 9.6578 21.4570 5.3561 0.397 -0.110 1.272 -0.694
C 9.9797 20.2674 6.0569 -0.688 2.075 -1.069 -0.750
C 10.2033 18.9442 9.8785 0.011 0.093 0.440 0.326
C 11.1013 18.6685 10.9091 0.079 0.380 -0.072 -0.439
C 10.7240 18.8959 12.2348 0.734 -0.224 -0.381 -0.553
C 9.4012 19.1454 12.5760 0.888 0.015 -1.474 -0.702
C 8.4832 19.3618 11.5500 0.504 0.251 -0.378 -0.704
C 8.9028 19.3641 10.2189 0.629 -0.681 0.886 -0.171
H 15.1384 16.9883 7.3457 0.100 -0.030 -0.221 0.468
H 16.3768 19.2597 7.6489 0.222 -0.232 -0.077 0.428
H 15.2642 21.0604 8.6168 -0.740 -0.229 0.434 0.319
H 12.7502 20.9125 9.2631 -0.301 0.344 -0.182 0.514
H 9.8671 21.4564 9.2637 -0.165 -0.080 -0.452 0.388
H 9.4096 23.6041 8.0557 0.147 -0.037 -0.059 0.448
H 9.3051 23.5613 5.5136 0.035 0.200 0.226 0.392
H 9.5974 21.3751 4.2681 -0.077 0.530 0.348 0.409
H 10.1863 19.3479 5.5461 0.102 -0.293 -0.319 0.504
H 12.1336 18.3836 10.6543 -0.529 0.175 0.296 0.435
H 11.5505 18.9544 12.9456 -0.539 -0.445 0.226 0.367
H 9.1879 19.2347 13.5966 -0.689 0.225 1.249 0.470
H 7.4703 19.6679 11.7425 -0.237 -0.058 0.264 0.437
H 8.2183 19.7365 9.4978 -0.452 -0.087 -0.736 0.561
C 7.1536 17.9634 5.5849 -0.231 0.407 -0.721 -1.208
C 7.2343 17.1860 6.8278 0.425 -1.301 2.661 0.190
N 8.3187 16.9155 7.5756 -1.211 -0.070 -0.099 0.989
C 7.8827 16.2445 8.7355 -0.117 0.622 -0.805 -0.788
C 6.5473 16.0900 8.6758 -1.444 -0.032 -0.004 -0.879
N 6.1156 16.6638 7.4742 1.472 0.550 -0.278 -0.049
H 8.0473 18.5375 5.3459 0.193 -0.410 0.250 0.035
H 6.3791 18.7241 5.6724 -0.255 -0.038 0.024 0.406
H 6.9026 17.3326 4.7292 0.060 0.006 0.013 0.336
H 8.5310 15.9591 9.5496 0.207 -0.076 -0.375 0.543
H 5.8318 15.6460 9.3901 0.635 0.345 -0.665 0.410
H 5.1675 16.8353 7.1753 0.132 -0.207 0.143 0.216
C 10.0559 8.5374 6.4617 0.610 0.214 0.585 -1.500
C 10.1351 9.9996 6.8114 0.218 0.450 -1.092 0.573
C 11.1002 10.4829 7.6918 0.484 0.901 0.706 -0.908
C 11.2759 11.8720 7.9590 -0.840 -1.017 -0.766 0.584
C 12.3409 12.4259 8.8817 0.678 -0.570 -0.323 -1.138
C 10.4163 12.7227 7.2590 -0.318 1.358 0.841 1.054
C 9.5330 12.2843 6.2679 -0.508 -1.108 -0.387 1.011
C 8.6616 13.1358 5.3779 0.555 0.473 -0.989 -1.079
C 9.4145 10.9104 6.0207 0.395 0.394 1.518 -1.200
C 10.3807 14.2059 7.6614 0.772 -0.298 0.842 0.687
O 10.3793 14.5778 8.8779 -0.347 -0.477 -2.258 -0.711
O 10.4282 14.9865 6.6502 -0.366 0.453 0.373 -0.882
H 10.3559 7.9614 7.3391 -0.250 -0.265 -0.098 0.382
H 10.8210 8.3574 5.7024 -0.241 -0.249 -0.161 0.281
H 9.0699 8.2414 6.1044 0.116 -0.044 0.021 0.381
H 11.7644 9.7975 8.2289 -0.284 -0.005 -0.219 0.346
H 13.2259 11.7597 8.8421 -0.420 0.138 0.080 0.426
H 12.0171 12.4727 9.9259 -0.068 0.161 -0.213 0.256
H 12.6964 13.4115 8.5413 -0.403 -0.367 0.316 0.022
H 7.9549 13.7929 5.8920 0.144 -0.068 0.088 0.106
H 8.1110 12.4776 4.6694 0.195 0.440 0.592 0.345
H 9.3267 13.7764 4.7538 -0.571 -0.224 0.460 0.179
H 8.6641 10.5882 5.3090 0.185 -0.250 -0.053 0.235
```
Positions in Å, forces in eV/Å.

**LUMO energy (spin up / spin down)**: -0.008 / 0.033 eV
**Expectation value of S²**: 0.76
**Total charge**: 0
**Orbital gap (spin up / spin down)**: 6.4 / 7.7 eV
**Spin multiplicity**: 2


Entry 3:
Here is a structure of composition C33H31InN4O3S3Sb in a non-equilibrium geometry from OMol25. Energies are from ωB97M-V with the def2-TZVPD basis set.

Geometry as XYZ:
```
76
Properties=species:S:1:pos:R:3:forces:R:3:mulliken_charge:R:1
In 0.1545 -0.1984 1.3518 -0.064 0.061 0.266 1.482
C -3.4258 -0.8088 1.1620 0.131 0.110 0.127 -0.453
C -2.7462 -1.9632 0.5337 -0.515 -0.183 -0.109 0.436
C -3.4933 -3.0555 0.0886 0.219 -0.120 -0.069 -0.950
C -2.8528 -4.1217 -0.5045 0.092 0.123 0.016 -0.792
C -1.4756 -4.0715 -0.6469 0.114 0.118 0.131 -0.973
C -0.7942 -2.9485 -0.1805 -0.584 -0.554 -0.221 0.634
N -1.4240 -1.9278 0.3962 0.524 0.379 0.042 0.741
C 0.6737 -2.8859 -0.2566 0.433 -0.389 -0.348 0.809
C 1.3739 -3.5362 -1.2708 0.032 0.078 0.080 -0.598
C 2.7558 -3.4988 -1.2568 -0.066 0.122 0.143 -1.275
C 3.3948 -2.8323 -0.2277 -0.179 -0.052 0.122 -0.988
C 2.6204 -2.2183 0.7550 0.393 -0.385 -0.419 0.674
N 1.2932 -2.2361 0.7219 -0.067 0.115 0.045 -0.090
C 3.2830 -1.5152 1.8670 0.597 0.088 0.408 0.305
C 4.4977 -1.9758 2.3758 -0.183 0.066 -0.107 -1.017
C 5.1436 -1.2181 3.3383 -0.165 0.067 -0.004 -0.647
C 4.5443 -0.0556 3.7820 -0.035 -0.176 -0.101 -0.941
C 3.2853 0.2850 3.2921 0.283 0.074 0.189 0.486
C 2.5520 1.4451 3.8682 -0.177 0.013 0.050 -0.594
N 2.6898 -0.4233 2.3409 -0.212 -0.046 -0.156 0.384
H -4.4951 -0.9730 1.2611 -0.042 -0.020 0.021 0.495
H -3.0096 -0.6265 2.1564 -0.077 0.065 -0.028 -0.046
H -3.2506 0.0761 0.5554 -0.041 0.093 -0.005 -0.206
H -4.5641 -3.0546 0.2092 -0.117 0.053 0.071 0.521
H -3.4124 -4.9764 -0.8597 0.000 -0.046 0.021 0.419
H -0.9465 -4.9051 -1.0830 0.104 0.013 0.001 0.510
H 0.8489 -4.0322 -2.0719 -0.083 -0.012 -0.015 0.461
H 3.3301 -3.9718 -2.0387 0.017 -0.024 -0.099 0.419
H 4.4719 -2.7546 -0.1982 -0.013 -0.012 0.022 0.569
H 4.9162 -2.9111 2.0388 0.034 -0.045 -0.083 0.603
H 6.0908 -1.5364 3.7461 0.103 -0.040 0.003 0.435
H 5.0205 0.5766 4.5150 0.024 0.023 0.108 0.483
H 1.9583 1.0909 4.7156 -0.037 0.064 -0.013 0.164
H 3.2408 2.2056 4.2286 -0.018 0.090 -0.006 0.446
H 1.8650 1.8702 3.1383 0.075 0.080 0.053 -0.210
S -3.4861 1.0703 4.0977 0.124 0.180 0.201 -0.595
Sb -1.2515 1.1286 4.5170 -0.233 -0.241 -0.235 0.407
S -0.4800 -1.0320 3.5594 0.020 0.443 -0.216 -0.409
S -0.5057 2.4439 2.3784 -0.070 0.045 0.274 -0.632
C 1.6981 1.1129 -4.0199 0.274 0.152 0.148 -0.777
O 0.8736 -0.0216 -4.1441 -0.300 -0.100 0.000 -0.511
C -0.3315 -0.1506 -3.5100 -0.129 -0.025 0.150 0.518
C -0.7860 -1.4677 -3.4890 -0.025 0.102 -0.047 -0.449
C -2.0373 -1.8003 -3.0159 0.086 -0.009 -0.086 -0.721
C -2.8679 -0.8060 -2.5285 -0.106 0.072 -0.060 -0.609
C -2.4281 0.4975 -2.5086 0.173 -0.056 -0.296 -0.560
C -1.1593 0.8523 -2.9722 -0.166 -0.771 -0.208 0.272
N -0.8044 2.2019 -2.9852 0.365 0.642 -0.179 0.052
C -1.2680 3.2427 -2.2489 0.025 -0.103 0.463 -1.095
C -1.7522 3.3518 -0.9464 0.248 -0.421 -0.805 1.243
C -2.2246 4.6255 -0.5481 -0.131 0.523 0.023 -1.155
C -2.6851 4.8956 0.7363 -0.126 0.005 0.206 -0.837
C -2.6652 3.9461 1.7100 -0.231 0.360 -0.045 -1.056
C -2.1057 2.6174 1.4534 0.454 -0.474 0.471 2.353
C -1.7119 2.2841 0.0457 0.045 -0.279 -0.193 -0.735
O -1.2905 1.1516 -0.2250 -0.115 0.335 0.191 -0.521
H 2.7109 0.7612 -4.2205 -0.069 0.105 0.015 0.239
H 1.6728 1.5266 -3.0120 0.045 0.000 -0.072 0.153
H 1.4449 1.8712 -4.7737 0.012 -0.023 0.086 0.374
H -0.1166 -2.2109 -3.8939 0.047 -0.107 -0.063 0.461
H -2.3722 -2.8248 -3.0464 -0.010 -0.097 -0.003 0.536
H -3.8631 -1.0425 -2.1919 -0.169 -0.021 0.087 0.472
H -3.0839 1.2910 -2.1870 -0.060 0.068 0.132 0.608
H -0.2525 2.4876 -3.7791 -0.192 -0.015 0.066 0.305
H -1.1822 4.1874 -2.7777 0.051 -0.030 0.004 0.336
H -2.2309 5.4211 -1.2793 -0.005 0.034 -0.106 0.359
H -3.0782 5.8785 0.9471 -0.019 0.107 0.063 0.405
H -3.0394 4.1370 2.7032 -0.030 -0.032 0.106 0.482
H -2.7441 1.8366 1.9111 -0.019 0.037 -0.208 -0.496
C 1.8934 2.1287 -0.1157 0.173 0.222 -0.230 -1.475
C 1.5306 0.6859 -0.2111 -1.056 -0.406 1.081 0.864
O 1.9634 -0.0562 -1.0513 0.569 -0.216 -0.887 -0.391
H 2.6271 2.4042 -0.8731 0.090 0.016 -0.069 0.466
H 2.2863 2.3305 0.8792 0.016 0.075 0.077 0.282
H 0.9916 2.7278 -0.2299 -0.058 0.114 0.030 0.146
```
Positions in Å, forces in eV/Å.

**LUMO energy (spin up / spin down)**: -0.279 / -0.252 eV
**Expectation value of S²**: 0.80
**Total charge**: 0
**ΔE to the lowest compared entry with this formula, charge and spin**: 0.0 kcal per mole
**Orbital gap (spin up / spin down)**: 6.0 / 6.6 eV
**Spin multiplicity**: 2